Run one
Formula: C3H4NP
Source: the OMol25 dataset
Level of theory: ωB97M-V/def2-TZVPD

Each line ends with the Löwdin charge.
CARTESIAN COORDINATES (ANGSTROEM)
C (-1.12964, -1.01652, 0.05855)  -0.56
N (0.17039, -1.12715, -0.05859)  -0.08
C (0.91773, 0.09580, -0.12689)  -0.42
C (0.09779, 1.22184, 0.04487)  -0.13
P (-2.06698, 0.55024, 0.01618)  0.85
H (-1.78891, -1.89482, 0.22778)  0.04
H (1.68242, 0.09707, -1.03007)  0.17
H (1.72522, -0.12369, 0.58538)  0.13
H (0.39197, 2.19723, 0.28277)  0.00

Calculated values
LUMO level (spin up / spin down) ... -0.2 / -1.3 eV
SMILES ... C1=NCC=P1
Orbital gap (spin up / spin down) ... 8.24 / 7.14 eV



Run two
Formula: C3H4NP
Source: the OMol25 dataset
Level of theory: ωB97M-V/def2-TZVPD

Each line ends with the Löwdin charge.
CARTESIAN COORDINATES (ANGSTROEM)
C (0.60112, 1.91459, 0.88724)  -0.28
P (0.59328, 0.84129, -0.41076)  0.82
N (-1.07557, 0.33072, -0.77496)  -0.17
C (-1.91788, 0.80856, 0.00840)  -0.29
C (-2.07551, 1.37238, 1.17079)  -0.06
H (-0.42581, 1.57233, 1.16029)  -0.15
H (1.09739, 0.62009, -1.65924)  -0.06
H (-2.44349, 2.35464, 1.46584)  0.09
H (-2.29187, 0.70421, 2.01327)  0.10

Calculated values
LUMO level ... -0.6 eV
SMILES ... C#[PH]N=C=C
Orbital gap ... 8.63 eV



Run three
Formula: C3H4NP
Source: the OMol25 dataset
Level of theory: ωB97M-V/def2-TZVPD

Each line ends with the Löwdin charge.
CARTESIAN COORDINATES (ANGSTROEM)
C (-1.94044, -1.19730, 0.15867)  -0.23
P (-2.13059, 0.47064, -0.23108)  0.72
N (-0.74435, 1.33539, 0.18785)  -0.19
C (0.37712, 0.92301, -0.09209)  -0.35
C (1.53973, 0.46800, -0.20592)  -0.02
H (-1.08007, -1.84108, -0.27820)  -0.03
H (-2.78224, 0.90531, 0.91581)  -0.06
H (2.10100, 0.40690, -1.12284)  0.05
H (2.12068, -0.02665, 0.69167)  0.12

Calculated values
LUMO level (spin up / spin down) ... -1.2 / -1.2 eV
SMILES ... C#[PH]N=C=C
Orbital gap (spin up / spin down) ... 7.48 / 7.44 eV



Stability, highest: run one



Run one
Formula: C2H4N4OS
Source: the OMol25 dataset
Level of theory: ωB97M-V/def2-TZVPD

Each line ends with the Löwdin charge.
CARTESIAN COORDINATES (ANGSTROEM)
N (-1.46460, -1.70042, -0.23024)  0.03
N (-1.00908, -0.56155, 0.27405)  -0.26
C (-1.76941, 0.59176, 0.17286)  -0.16
N (-1.09213, 1.66930, 0.04320)  0.16
C (0.30011, 1.24364, -0.10160)  -0.54
O (1.29615, 1.95605, -0.15075)  0.04
N (0.27951, -0.14500, -0.13357)  -0.44
S (1.63808, -1.12602, 0.02382)  0.80
H (-1.91231, -1.48972, -1.24007)  0.16
H (-2.11427, -2.16173, 0.42615)  0.11
H (-2.87742, 0.57080, 0.32739)  0.15
H (2.14529, -0.40007, 1.20986)  -0.04

Calculated values
LUMO level ... 0.2 eV
SMILES ... Nn1cnc(=O)n1S
Orbital gap ... 9.45 eV



Run two
Formula: C2H4N4OS
Source: the OMol25 dataset
Level of theory: ωB97M-V/def2-TZVPD

Each line ends with the Löwdin charge.
CARTESIAN COORDINATES (ANGSTROEM)
N (0.06589, 1.73221, 0.00283)  0.12
N (-0.03458, 0.32437, 0.09011)  -0.09
C (1.08067, -0.49117, -0.06740)  -0.42
O (2.33385, -0.02898, -0.09293)  0.11
N (0.75970, -1.73583, -0.03453)  0.14
N (-0.60785, -1.68915, 0.10231)  0.01
C (-1.11928, -0.46919, 0.01893)  -0.86
S (-2.77896, -0.08975, -0.07057)  0.49
H (-0.31680, 2.11080, 0.89535)  0.12
H (-0.55298, 1.92864, -0.77777)  0.09
H (2.22859, 0.97119, -0.01852)  0.14
H (-1.05827, -2.56313, -0.04779)  0.14

Calculated values
LUMO level ... 0.4 eV
SMILES ... Nn1c(O)n[nH]c1=S
Orbital gap ... 8.63 eV



Stability, highest: run two



Run one
Formula: C6H12N2S
Source: the OMol25 dataset
Level of theory: ωB97M-V/def2-TZVPD

Each line ends with the Löwdin charge.
CARTESIAN COORDINATES (ANGSTROEM)
C (1.46020, -2.76866, 0.53567)  -0.41
C (-0.74772, -2.13343, -0.81511)  -0.40
C (0.27929, 1.77033, 0.68183)  -0.20
C (0.70922, 1.08317, -0.36358)  -0.24
C (-1.13865, 2.18485, 0.89374)  -0.11
C (2.12771, 0.70602, -0.62624)  -0.11
N (-4.02547, 0.05385, -0.73211)  0.02
N (-4.48381, -0.14328, 0.24782)  0.03
S (0.05601, -1.90758, 0.60397)  0.89
H (2.08832, -2.77222, 1.40046)  -0.01
H (1.72652, -3.33052, -0.33673)  0.01
H (-1.66567, -1.60753, -0.96382)  -0.04
H (-0.33296, -2.73201, -1.60005)  0.01
H (0.97515, 2.09234, 1.44745)  0.10
H (-0.00412, 0.77880, -1.12062)  0.09
H (-1.78629, 1.76072, 0.13020)  0.05
H (-1.21431, 3.27322, 0.84855)  0.07
H (-1.49206, 1.86918, 1.87415)  0.07
H (2.46917, 1.15703, -1.55813)  0.07
H (2.22378, -0.37444, -0.72826)  0.04
H (2.77567, 1.04016, 0.18080)  0.08

Calculated values
LUMO level ... 0.3 eV
Orbital gap ... 7.82 eV



Run two
Formula: C6H12N2S
Source: the OMol25 dataset
Level of theory: ωB97M-V/def2-TZVPD

Each line ends with the Löwdin charge.
CARTESIAN COORDINATES (ANGSTROEM)
C (-0.78472, -2.58058, -1.98037)  -0.04
C (-0.29030, -2.33894, -0.53390)  -0.32
C (0.85603, -2.69310, 0.05068)  -0.13
N (0.88358, -2.24778, 1.29383)  0.07
C (-0.33971, -1.82132, 1.56210)  -0.21
N (-1.07422, -1.72959, 0.46484)  0.10
H (-1.57431, -1.93009, -2.11997)  0.03
H (-1.12625, -3.66296, -2.09875)  0.09
H (0.02203, -2.56965, -2.77387)  0.09
H (1.63051, -3.30345, -0.42985)  0.13
H (1.55840, -2.41418, 1.91990)  0.11
H (-0.58903, -1.26547, 2.41658)  0.10
C (1.03130, 1.79243, 0.64362)  -0.24
C (1.00927, 3.05847, -0.13226)  -0.59
S (-0.78936, 3.54558, -0.49512)  0.64
H (1.24695, 0.89944, 0.00014)  0.08
H (0.02912, 1.56340, 1.11924)  0.07
H (1.74898, 1.83920, 1.47320)  0.06
H (1.74493, 3.67558, 0.55862)  0.11
H (1.60024, 3.32747, -0.99983)  0.04
H (-1.21853, 2.45128, -1.11335)  -0.17

Calculated values
LUMO level ... 0.8 eV
SMILES ... Cc1c[nH]cn1.CCS
Orbital gap ... 9.55 eV



Stability, highest: run two



Run one
Formula: C5H10N4O2S
Source: the OMol25 dataset
Level of theory: ωB97M-V/def2-TZVPD

Each line ends with the Löwdin charge.
CARTESIAN COORDINATES (ANGSTROEM)
C (-1.02929, 1.01405, -0.58057)  -0.22
C (-1.54178, -1.12287, -0.65137)  -0.10
C (-1.49845, -0.64605, -1.94216)  -0.33
C (-0.06488, -0.13782, 2.51052)  -0.03
C (1.77172, 1.34834, 2.06430)  -0.09
N (-1.25964, -0.02478, 0.21070)  0.01
N (-1.19550, 0.73719, -1.90944)  0.11
N (-1.69992, -1.45539, -3.15232)  0.05
N (1.05572, 0.04355, 2.00632)  -0.23
O (3.10164, -1.33919, 0.99327)  -0.46
O (1.89439, 0.00823, -0.66147)  -0.47
S (1.85224, -1.04971, 0.33755)  0.77
H (-0.86550, 2.06310, -0.35755)  0.12
H (-0.41766, -1.09991, 2.40179)  0.06
H (-1.71565, -2.18154, -0.24998)  0.13
H (-0.58525, 0.68516, 2.96973)  0.09
H (2.77715, 1.30011, 2.55436)  0.10
H (2.07960, 1.44139, 0.95237)  0.08
H (1.05304, 2.12318, 2.39663)  0.08
H (-1.12727, 1.37642, -2.65233)  0.13
H (-1.61469, -0.87492, -4.02850)  0.09
H (-0.97003, -2.20854, -3.21186)  0.09

Calculated values
LUMO level ... 0.6 eV
Orbital gap ... 8.97 eV



Run two
Formula: C5H10N4O2S
Source: the OMol25 dataset
Level of theory: ωB97M-V/def2-TZVPD

Each line ends with the Löwdin charge.
CARTESIAN COORDINATES (ANGSTROEM)
C (-3.04048, 0.81082, -1.15214)  -0.13
N (-1.70174, 0.12114, -1.23663)  -0.21
S (-1.03749, -0.16589, 0.35895)  0.72
O (-1.50811, -1.50631, 0.77218)  -0.33
O (-1.49067, 0.95729, 1.15091)  -0.31
C (0.70569, -0.07343, 0.24365)  -0.25
C (1.49492, 1.04185, 0.29081)  -0.33
N (0.99540, 2.33749, 0.22723)  0.09
C (2.80433, 0.59403, 0.09915)  -0.07
N (2.84471, -0.72320, 0.16772)  0.11
N (1.55996, -1.15385, 0.23702)  -0.21
C (1.29533, -2.51249, 0.53461)  -0.03
H (-3.55316, 0.69297, -2.12092)  0.08
H (-3.61543, 0.38120, -0.28135)  0.09
H (-2.59401, 1.82958, -0.99284)  0.09
H (-1.82217, -0.78203, -1.72324)  0.09
H (1.54312, 2.97478, 0.88820)  0.13
H (-0.01572, 2.22939, 0.53411)  0.08
H (3.57135, 1.22527, 0.20194)  0.08
H (0.43713, -2.75099, -0.19436)  0.11
H (2.29963, -3.04753, 0.48067)  0.12
H (0.82742, -2.48008, 1.51432)  0.08

Calculated values
LUMO level ... 0.8 eV
SMILES ... CNS(=O)(=O)c1c(N)cnn1C
Orbital gap ... 9.34 eV



Stability, highest: run one



Run one
Formula: C6H17NO2
Source: the OMol25 dataset
Level of theory: ωB97M-V/def2-TZVPD

Each line ends with the Löwdin charge.
CARTESIAN COORDINATES (ANGSTROEM)
C (0.62763, 2.67145, -0.01084)  -0.07
C (0.42364, 1.48671, 0.95132)  -0.25
N (-0.09590, 0.30207, 0.23882)  -0.18
C (-0.47463, -0.75109, 1.19624)  -0.18
C (0.84630, -1.32627, 1.72704)  -0.17
C (1.86560, -1.09254, 0.58151)  -0.16
C (1.02562, -0.30479, -0.45377)  -0.22
H (0.55841, 2.25405, -1.01521)  0.06
H (1.64697, 3.05129, 0.04013)  0.07
H (-0.15486, 3.40428, 0.15222)  0.07
H (1.31115, 1.22048, 1.51201)  0.10
H (-0.32400, 1.73404, 1.71026)  0.11
H (-1.07127, -1.53285, 0.72533)  0.10
H (-1.11608, -0.28503, 1.94524)  0.11
H (0.86617, -2.40307, 1.90194)  0.10
H (1.07120, -0.89206, 2.70407)  0.10
H (2.14040, -2.06631, 0.17743)  0.10
H (2.77781, -0.59847, 0.91629)  0.10
H (0.65383, -1.01208, -1.19900)  0.11
H (1.63597, 0.38638, -1.03316)  0.11
O (-3.33095, -1.92451, -1.49637)  -0.08
H (-2.44422, -2.20023, -1.24233)  0.01
H (-3.13439, -1.09962, -1.98632)  0.00
O (-2.10337, 0.33095, -2.79783)  -0.05
H (-1.36742, 0.02195, -3.32624)  0.05
H (-1.83360, 0.62528, -1.91879)  0.04

Calculated values
LUMO level ... 0.7 eV
SMILES ... CCN1CCCC1.O.O
Orbital gap ... 9.96 eV



Run two
Formula: C6H17NO2
Source: the OMol25 dataset
Level of theory: ωB97M-V/def2-TZVPD

Each line ends with the Löwdin charge.
CARTESIAN COORDINATES (ANGSTROEM)
C (2.02743, 0.11472, 1.84994)  -0.14
C (1.41987, -0.26056, 0.49921)  -0.38
C (2.58360, 0.11861, -0.56118)  -0.08
C (-0.07339, 0.49562, 0.27807)  -0.11
C (-1.09786, -0.13715, -0.63655)  -0.38
N (-2.09755, 0.91543, -1.06824)  0.07
C (-0.59393, -1.09590, -1.71550)  -0.28
O (-1.64025, -1.97268, -1.91720)  -0.09
H (1.25602, -0.31206, 2.49691)  0.06
H (2.09987, 1.18107, 2.00368)  0.07
H (3.03291, -0.31035, 2.24575)  0.11
H (1.26478, -1.38627, 0.42143)  0.12
H (2.65142, 1.18629, -0.37330)  0.06
H (3.57994, -0.37107, -0.28133)  0.09
H (2.18860, -0.15350, -1.54895)  0.05
H (-0.42817, 0.69207, 1.36676)  0.10
H (0.07742, 1.60028, -0.18865)  0.15
H (-1.79587, -0.92058, 0.01794)  0.18
H (-1.75021, 1.77065, -1.28680)  0.02
H (-2.64895, 0.61110, -1.78505)  0.03
H (-0.20642, -0.68856, -2.77635)  0.17
H (0.24354, -1.67092, -1.27510)  0.10
H (-1.48500, -2.78311, -1.38109)  0.11
O (-3.12740, 1.24984, 2.17898)  -0.15
H (-3.38947, 0.91191, 1.24756)  0.05
H (-2.09092, 1.21514, 2.18908)  0.05

Calculated values
LUMO level ... 0.7 eV
SMILES ... CC(C)C[C@@H](N)CO.O
Orbital gap ... 10.18 eV



Stability, highest: run one